[1]
The following is a quantum chemistry calculation of a 7-piece molecular cluster, C32H55ClO26S6 overall in a non-equilibrium geometry, from the OMol25 dataset.

CARTESIAN COORDINATES (ANGSTROEM)
Cl -5.439 -2.013 0.800
S 5.880 -7.183 -2.310
S -2.488 -3.699 -5.155
S -0.445 -6.549 -0.718
S -1.479 0.397 3.265
S 4.521 4.220 2.540
S 4.586 1.722 8.525
O 5.499 5.281 2.445
O 0.077 3.466 0.025
O -1.095 -5.937 -2.083
O 4.966 -8.532 -2.267
O -3.390 -4.156 -4.124
O 5.249 2.913 3.189
O 5.869 2.653 8.146
O 5.045 0.642 9.370
O 0.843 -5.925 -0.513
O -0.501 1.457 3.170
O 6.423 -7.048 -3.643
O -2.470 0.729 4.516
O 3.718 3.787 1.420
O 6.697 -7.142 -1.119
O -2.362 2.529 -2.672
O -1.503 -5.890 0.334
O -3.322 -3.553 -6.548
O -0.751 -0.911 3.914
O -2.193 -2.112 -4.917
O 4.670 -6.102 -2.141
O 3.803 1.508 7.330
O 3.808 2.807 9.463
O -2.282 -0.037 2.145
O -0.635 -7.981 -0.721
O -1.231 -4.352 -5.448
O 3.530 4.553 3.791
C 0.626 -1.381 -3.093
C -3.460 1.556 -2.737
C 0.946 -2.163 -1.682
C -2.213 5.397 -1.098
C 0.457 -1.512 -0.246
C 5.636 3.988 8.589
C -0.881 4.913 -1.950
C -2.463 -1.405 -6.126
C -0.661 0.781 -1.690
C 1.058 3.184 -2.396
C -0.261 3.461 -1.406
C -5.608 0.982 -4.388
C -4.501 1.606 -1.455
C -4.291 0.206 -0.621
C 3.591 2.320 -2.425
C -5.526 -0.176 0.387
C 3.631 -8.191 -1.895
C 2.302 2.438 -1.632
C 0.801 4.674 0.438
C 3.426 -6.758 -2.380
C 4.972 2.874 4.587
C -2.239 -4.865 -0.330
C -2.350 -5.328 -1.781
C -1.422 2.266 -1.577
C 4.708 3.862 9.794
C -0.174 0.089 -3.093
C -1.028 -0.949 5.312
C -0.335 -0.052 -0.277
C -2.420 -0.340 5.460
C -4.383 2.017 -4.055
C 3.580 3.484 4.735
C -3.598 -2.175 -6.795
H 2.920 -8.886 -2.348
H -2.545 -4.498 -2.465
H -4.145 -0.648 -1.442
H -5.609 1.850 -1.740
H -3.098 0.458 -3.003
H -2.731 -0.368 -5.914
H -4.894 3.038 -3.707
H -0.052 5.772 -1.968
H -5.264 -0.137 -4.409
H -6.535 0.099 -0.180
H 5.725 3.483 5.098
H 0.029 5.560 0.607
H 2.215 1.993 -0.540
H 1.560 5.060 -0.382
H -4.562 -1.934 -6.335
H 0.753 2.697 -3.426
H -1.666 -3.935 -0.256
H 2.803 2.760 4.471
H -3.650 -1.983 -7.870
H -3.217 -4.727 0.138
H 0.722 -2.105 0.737
H 5.264 3.563 10.690
H 3.555 -8.253 -0.804
H 1.539 -3.182 -1.710
H 5.019 1.849 4.961
H -5.377 0.468 1.370
H 5.153 4.538 7.775
H 3.971 3.306 -2.957
H -1.245 4.844 -3.086
H 3.399 3.859 5.746
H -0.275 -0.341 5.823
H 3.231 -6.731 -3.457
H 6.581 4.475 8.845
H -0.981 -1.975 5.686
H 2.615 -6.252 -1.851
H -1.958 2.234 -0.511
H -2.601 0.035 6.471
H -2.591 4.616 -0.312
H -3.197 -1.064 5.196
H -3.132 -6.086 -1.894
H -3.113 5.545 -1.867
H 1.413 4.550 1.427
H -3.718 2.310 -4.987
H -4.134 2.477 -0.731
H -2.029 6.477 -0.635
H 1.449 4.278 -2.672
H 4.146 1.276 -2.530
H -6.114 1.337 -5.409
H -1.556 -1.428 -6.740
H -6.475 1.063 -3.580
H -0.376 0.670 -4.105
H 4.161 4.785 9.998
H 0.989 -1.823 -4.127
H -0.647 0.373 0.790
H -3.244 0.314 -0.060

LUMO: 0.06 eV
SMILES: C=CC[C@](CC)(OC)[C@@H](O[C@H](CC)CCCCl)c1ccccc1.O=S1(=O)OCCO1.O=S1(=O)OCCO1.O=S1(=O)OCCO1.O=S1(=O)OCCO1.O=S1(=O)OCCO1.O=S1(=O)OCCO1
total energy: -6057.08495 Eh
highest occupied orbital energy: -7.5 eV

---

[2]
The following is a quantum chemistry calculation of a 5-piece molecular cluster, C32H55F5N2O14SSi overall, from the OMol25 dataset.

CARTESIAN COORDINATES (ANGSTROEM)
S 0.630 0.541 0.773
Si -3.226 0.810 -2.474
F 5.483 -0.799 -1.271
F 2.738 -0.035 -3.310
F 5.460 -0.404 -3.403
F 4.082 1.433 -2.410
F 4.284 -2.035 -2.591
O -3.382 5.392 -0.088
O 5.644 7.541 -0.413
O 2.789 -7.937 2.450
O -3.849 7.379 0.876
O 5.092 5.658 -1.528
O 4.384 0.525 0.859
O 7.227 6.242 -1.093
O 0.680 -8.145 2.856
O -4.798 -2.351 4.565
O 2.123 -9.514 3.923
O -6.112 -1.018 3.303
O -4.863 5.454 1.481
O -1.743 1.400 -2.942
O -3.976 -0.940 3.005
N 3.143 2.322 0.100
N -0.439 -4.143 0.070
C 5.909 6.408 -1.056
C -0.816 1.803 -1.938
C 4.141 -8.348 2.676
C 3.545 0.982 0.139
C 1.398 1.029 -0.861
C 7.657 5.050 -1.760
C -7.250 -1.559 3.980
C 2.084 3.358 -1.950
C -3.081 -0.376 -1.018
C -2.659 -1.396 3.330
C -2.436 6.059 -0.927
C -2.350 -5.055 -0.568
C 1.886 -8.622 3.154
C 0.336 0.818 -1.941
C 2.531 -1.280 -0.392
C -4.017 6.193 0.768
C -0.399 -8.786 3.544
C -1.366 -3.134 0.052
C -4.945 -1.519 3.709
C 3.514 0.210 -2.218
C 0.967 -4.013 0.394
C -3.918 -0.103 -3.953
C -4.380 2.218 -2.002
C 4.251 7.844 -0.296
C -1.031 -5.306 -0.307
C 4.713 -0.783 -2.362
C -2.561 -3.679 -0.344
C -5.619 6.191 2.447
C 1.657 -2.209 -1.245
C 2.703 0.159 -0.887
C 1.820 -3.674 -0.832
C 1.915 2.492 -0.695
H 7.330 5.053 -2.797
H -3.127 -0.468 -4.608
H 1.486 -4.316 -1.649
H -4.626 0.494 -4.525
H 3.799 7.951 -1.280
H -3.091 -5.769 -0.885
H -1.300 -8.290 3.197
H -1.655 6.525 -0.329
H 2.100 -1.220 0.606
H -5.061 2.414 -2.830
H 1.851 -2.083 -2.307
H -0.104 -0.167 -1.778
H 4.750 -7.709 2.044
H 8.741 5.061 -1.707
H 1.294 -4.957 0.833
H 4.201 8.784 0.244
H 1.270 4.074 -2.028
H 7.267 4.168 -1.256
H -7.316 -2.633 3.819
H -0.128 1.633 0.877
H -0.500 -6.242 -0.354
H 3.735 7.064 0.261
H 4.413 -8.212 3.721
H -0.293 -8.663 4.620
H -2.564 -2.462 3.137
H -6.253 5.461 2.940
H -3.824 3.127 -1.772
H 2.104 2.772 -2.866
H 3.027 3.904 -1.915
H -0.434 -9.845 3.297
H -1.989 -0.844 2.678
H 3.512 -1.729 -0.243
H -4.456 -0.983 -3.588
H -2.080 -0.467 -0.592
H -4.958 6.664 3.170
H -7.193 -1.354 5.048
H 2.869 -3.885 -0.616
H -2.928 6.813 -1.537
H -8.112 -1.061 3.548
H -6.227 6.949 1.958
H 0.606 -1.952 -1.105
H -4.967 1.930 -1.130
H -0.485 2.812 -2.181
H -3.776 -0.090 -0.229
H -1.086 -2.128 0.313
H 4.276 -9.391 2.398
H 3.912 2.923 -0.172
H -3.484 -3.136 -0.465
H 1.079 -3.247 1.164
H 1.193 3.004 -0.055
H -2.012 5.285 -1.562
H -3.376 -1.372 -1.357
H -1.307 1.840 -0.959
H -2.422 -1.182 4.371
H 0.747 0.808 -2.944

LUMO: 0.25 eV
SMILES: C[C@@H]1NC(=O)[C@](CCCCn2cccc2)(C(F)(F)C(F)(F)F)[C@]1(S)CCO[Si](C)(C)C.COC(=O)OC.COC(=O)OC.COC(=O)OC.COC(=O)OC
total energy: -3602.33131 Eh
highest occupied orbital energy: -8.2 eV